{"formula": "C40H94AsB2F14N5O2Tl", "method": "the ωB97M-V functional and the def2-TZVPD basis", "elements": ["Tl", "As", "F", "F", "F", "F", "F", "F", "C", "C", "N", "C", "C", "C", "C", "C", "O", "C", "H", "H", "H", "H", "H", "H", "H", "H", "H", "H", "H", "H", "H", "H", "H", "H", "H", "H", "H", "H", "C", "C", "N", "C", "C", "C", "C", "C", "O", "C", "H", "H", "H", "H", "H", "H", "H", "H", "H", "H", "H", "H", "H", "H", "H", "H", "H", "H", "H", "H", "C", "C", "C", "N", "C", "C", "C", "C", "C", "H", "H", "H", "H", "H", "H", "H", "H", "H", "H", "H", "H", "H", "H", "H", "H", "H", "H", "C", "C", "C", "N", "C", "C", "C", "C", "C", "H", "H", "H", "H", "H", "H", "H", "H", "H", "H", "H", "H", "H", "H", "H", "H", "H", "H", "C", "C", "C", "N", "C", "C", "C", "C", "C", "H", "H", "H", "H", "H", "H", "H", "H", "H", "H", "H", "H", "H", "H", "H", "H", "H", "H", "B", "F", "F", "F", "F", "B", "F", "F", "F", "F"], "xyz": [[0.4498, -3.9705, -1.6998], [-1.4805, -0.7816, -0.6011], [-0.5766, 0.6860, -0.9092], [-0.9952, -1.4933, -2.2386], [-2.3166, -2.3618, -0.4234], [-2.0781, -0.1861, 0.9634], [-3.0687, -0.1653, -1.1976], [-0.1121, -1.6601, 0.1542], [0.1796, -4.5360, 6.3481], [-0.5190, -5.3185, 5.2257], [-1.9572, -4.8345, 4.7315], [-2.5681, -5.8500, 3.7584], [-3.0510, -4.6724, 5.8367], [-3.1345, -5.8601, 6.8167], [-1.7270, -3.4599, 3.9566], [-2.8284, -3.0929, 2.8791], [-4.0408, -2.9944, 3.6414], [-5.2261, -3.1465, 2.9022], [1.1341, -5.0158, 6.5644], [-0.4104, -4.3457, 7.2447], [0.4035, -3.5035, 6.0799], [-0.8390, -6.3177, 5.5213], [0.1072, -5.3940, 4.3367], [-2.5930, -6.8508, 4.1896], [-1.9888, -5.9144, 2.8374], [-3.5556, -5.4493, 3.5293], [-4.0548, -4.4206, 5.4947], [-2.8014, -3.7413, 6.3455], [-2.2399, -6.1815, 7.3501], [-3.4119, -6.7186, 6.2051], [-3.8401, -5.6317, 7.6155], [-0.7744, -3.6131, 3.4495], [-1.5953, -2.7108, 4.7373], [-2.9033, -3.6821, 1.9651], [-2.6068, -2.0759, 2.5556], [-6.0349, -3.1197, 3.6324], [-5.3605, -4.1494, 2.4970], [-5.4802, -2.3591, 2.1925], [1.8924, 2.1646, -2.3449], [3.0470, 3.2816, -2.3587], [4.4611, 2.6192, -2.3953], [5.4291, 3.7627, -2.7118], [4.7466, 1.8621, -1.0473], [5.0112, 2.8538, 0.1506], [4.5059, 1.5257, -3.5538], [4.2424, 1.9638, -5.0342], [5.2610, 2.7596, -5.5600], [5.1763, 3.0240, -6.9726], [1.8252, 1.7216, -1.3512], [1.8724, 1.4631, -3.1789], [0.9884, 2.7650, -2.4473], [3.0286, 4.0177, -1.5550], [2.9405, 3.7983, -3.3125], [5.2212, 4.3881, -3.5799], [6.4490, 3.4152, -2.8770], [5.4604, 4.3593, -1.8001], [5.5976, 1.1887, -1.1496], [4.0310, 1.0767, -0.8041], [4.3489, 3.7152, 0.2379], [5.9900, 3.3063, -0.0085], [5.0151, 2.3509, 1.1176], [3.9702, 0.6637, -3.1562], [5.5742, 1.3094, -3.5428], [3.3864, 2.6368, -4.9846], [3.9647, 1.0959, -5.6323], [5.1160, 2.0792, -7.5127], [6.0640, 3.5940, -7.2468], [4.3556, 3.6787, -7.2656], [0.7911, 3.5515, 1.5763], [0.7128, 4.8452, 0.7789], [-0.5373, 5.6663, 1.1190], [-0.7727, 7.0217, 0.3031], [-1.2180, 6.6452, -1.1607], [0.4201, 8.0390, 0.4116], [-0.2485, 9.3586, 0.0941], [-1.7550, 9.2435, 0.4383], [-1.9402, 7.8389, 0.9253], [0.2334, 2.7506, 1.0908], [0.2801, 3.6118, 2.5373], [1.8005, 3.1628, 1.7104], [0.8372, 4.5655, -0.2672], [1.6181, 5.4163, 0.9848], [-0.5956, 5.8960, 2.1829], [-1.4516, 5.1025, 0.9337], [-1.5904, 7.5276, -1.6810], [-2.0861, 5.9872, -1.2000], [-0.3835, 6.1876, -1.6921], [1.2165, 7.7440, -0.2716], [0.7022, 8.0057, 1.4640], [-0.0829, 9.5168, -0.9716], [0.2235, 10.1812, 0.6313], [-2.4371, 9.4325, -0.3906], [-1.9480, 10.0325, 1.1652], [-2.8993, 7.3810, 0.6833], [-1.6712, 7.8782, 1.9809], [0.4227, -0.2017, 3.3296], [1.9663, -0.2162, 3.3375], [2.5798, -1.6331, 2.9188], [4.1404, -1.7677, 3.0368], [4.8774, -0.7538, 2.1023], [4.6516, -3.2183, 2.8115], [4.5197, -3.9037, 4.1998], [4.5400, -2.7752, 5.1924], [4.6518, -1.5025, 4.4309], [-0.0149, 0.7814, 3.1563], [0.0593, -0.6902, 4.2337], [-0.0053, -0.8317, 2.5498], [2.2620, 0.0905, 4.3407], [2.2506, 0.5453, 2.6113], [2.4523, -1.8531, 1.8589], [2.2484, -2.3902, 3.6295], [5.9325, -1.0239, 2.0572], [4.7678, 0.2050, 2.6090], [4.5441, -0.8853, 1.0728], [5.7332, -3.1993, 2.6778], [4.0627, -3.7201, 2.0437], [5.4151, -4.5030, 4.3643], [3.6121, -4.5003, 4.2913], [5.3190, -2.9245, 5.9400], [3.5924, -2.7063, 5.7265], [5.7150, -1.2625, 4.4376], [4.1683, -0.6385, 4.8867], [-5.3312, -2.9272, -1.4566], [-5.0778, -1.8209, -2.5357], [-6.0953, -2.0491, -3.7145], [-5.6932, -1.3640, -5.0474], [-6.8676, -1.4760, -6.0359], [-4.3612, -2.0829, -5.5272], [-3.3029, -1.0180, -5.7383], [-3.8058, 0.1506, -4.9091], [-5.3039, 0.0995, -4.9078], [-4.5790, -2.9607, -0.6685], [-5.1976, -3.8808, -1.9674], [-6.3265, -2.9486, -1.0125], [-4.0408, -1.7720, -2.8677], [-5.1436, -0.8925, -1.9682], [-7.0747, -1.7202, -3.3671], [-6.2152, -3.0744, -4.0645], [-7.2846, -2.4816, -5.9801], [-6.6756, -1.1846, -7.0685], [-7.6725, -0.8112, -5.7226], [-4.4442, -2.6828, -6.4335], [-4.1196, -2.8806, -4.8248], [-3.1746, -0.6733, -6.7644], [-2.3073, -1.2943, -5.3910], [-3.3253, 1.0661, -5.2541], [-3.3853, 0.1045, -3.9045], [-5.6782, 0.6492, -5.7714], [-5.7949, 0.5608, -4.0510], [-0.8108, -4.2453, -4.6803], [-0.4158, -5.3711, -4.0135], [-1.6896, -3.5598, -3.8758], [0.4290, -3.5871, -4.7951], [-1.4473, -4.4046, -5.8906], [3.1127, -1.9885, -1.9183], [1.9067, -1.2525, -1.9795], [3.0898, -2.6597, -0.7762], [3.0215, -2.9276, -2.8798], [4.3217, -1.2974, -2.0713]], "forces_ev_per_angstrom": [[-0.18, 0.14, -0.90], [-1.83, -2.46, -1.35], [-0.43, -0.70, 0.27], [-0.42, 1.66, 2.08], [0.32, 0.96, 0.46], [1.14, -0.47, -0.67], [2.03, -0.04, -0.12], [-0.46, 1.29, -0.19], [-0.66, 0.74, -0.51], [-2.09, -0.28, 0.44], [-0.51, 1.03, -1.10], [0.71, 0.57, 0.02], [1.40, 0.54, 1.76], [0.40, -0.04, -0.80], [-0.78, -1.53, -0.75], [0.08, 1.07, 2.25], [0.60, -0.41, -0.67], [-1.47, -0.27, 0.77], [-0.22, -0.15, 0.20], [-0.07, -0.86, 0.12], [0.23, 0.03, -0.63], [0.84, -0.13, 0.32], [-0.26, 0.07, -0.06], [-0.14, 0.27, 0.21], [0.16, 0.19, 0.11], [0.06, -0.39, 0.05], [0.44, -0.51, -1.05], [0.43, -0.07, 0.24], [0.38, 0.50, -0.22], [-0.57, -0.20, 0.52], [-0.35, -0.13, -0.40], [0.01, 0.10, -0.06], [-0.36, 0.06, -0.20], [0.09, -0.53, 0.31], [0.43, 0.06, -0.26], [0.02, 0.26, 0.22], [0.50, -0.06, -0.61], [0.61, 0.00, -0.28], [0.64, 2.33, 0.94], [-0.49, -2.60, -0.96], [-1.12, -0.04, -1.43], [0.78, -0.59, 1.30], [0.62, 0.82, 0.91], [0.32, -0.13, -1.23], [1.89, 1.26, 0.75], [-0.55, -0.47, 2.73], [-0.60, 0.09, -0.96], [1.53, 0.22, -0.23], [0.03, -0.52, -0.38], [0.36, -0.10, 0.32], [-0.22, -0.08, 0.00], [-0.07, -0.34, 0.04], [0.27, 0.30, 0.11], [-0.87, -0.32, 0.15], [-0.08, -0.51, 0.19], [-0.08, 0.27, -0.35], [0.57, 0.60, -0.61], [-1.05, 0.66, -0.61], [-0.47, -0.28, -0.16], [0.16, -0.19, 0.30], [-0.01, -0.22, -0.26], [-0.23, -0.15, -0.60], [0.01, -0.58, 0.12], [-0.65, 0.37, -0.53], [0.10, 0.01, -0.44], [-0.22, -0.21, -0.01], [0.17, -0.27, 0.23], [-0.78, -0.08, 0.48], [-0.95, -0.79, 0.19], [0.69, 0.45, -0.04], [-0.64, 0.75, -0.99], [-0.55, -1.30, -0.38], [0.56, 0.69, 0.78], [-1.61, -0.96, 0.17], [0.23, 0.25, -1.03], [0.31, 0.78, -0.77], [1.26, -0.37, 0.74], [-0.05, -0.02, -0.34], [0.39, 0.29, 0.29], [0.07, 0.34, 0.08], [-0.59, 0.25, -0.29], [-0.07, 0.37, 0.25], [0.41, 0.39, -0.06], [0.05, -0.14, -0.22], [0.57, 0.29, 0.15], [0.24, -0.30, 0.78], [-0.05, 0.17, 0.13], [-0.05, -0.01, 0.24], [0.29, -0.30, -0.11], [-0.23, 0.42, 0.00], [0.02, -0.11, -0.09], [0.38, 0.21, -0.24], [-0.45, -0.51, 0.28], [0.22, -0.11, 0.32], [-0.61, -0.63, 0.19], [-0.01, -1.41, -0.24], [0.00, -0.75, -0.79], [1.15, 1.16, 0.71], [1.46, 0.93, -0.43], [-0.39, -1.42, 0.77], [-0.79, -0.10, 1.21], [0.03, -0.11, -0.84], [-1.39, -0.03, 1.46], [0.93, 0.80, 0.26], [0.21, 0.00, 0.45], [-0.17, 0.52, 0.31], [0.25, 0.07, -0.43], [0.39, -0.06, -0.15], [0.51, -0.05, 0.05], [-0.72, -0.21, 0.16], [-0.42, -0.19, -0.43], [-0.03, -0.07, 0.46], [-0.17, 0.10, -0.64], [-0.61, 0.38, 0.14], [-0.27, 0.47, -0.90], [0.41, 0.31, -0.28], [-0.38, -0.42, -0.22], [0.23, -0.15, -0.07], [-0.05, 0.37, -0.07], [-0.02, -0.45, 0.31], [0.05, 0.27, -0.87], [-0.22, -0.18, -0.19], [0.73, -0.61, -1.12], [-0.58, -0.72, 0.54], [0.77, 0.92, 0.22], [0.21, -0.16, -0.69], [-0.25, -0.17, 0.78], [-0.04, -0.77, -0.66], [0.00, 0.55, 0.50], [1.50, 0.50, 1.06], [-0.32, 0.50, -0.37], [-0.06, 0.54, -0.06], [-0.15, -0.27, 0.05], [-0.05, 0.40, -0.15], [-0.02, -0.75, -0.07], [-0.77, 0.44, -0.67], [-0.10, 0.33, -0.48], [0.31, -0.21, 0.63], [0.34, -0.05, -0.17], [0.82, -0.22, 0.22], [0.20, 0.10, 0.43], [-0.99, 0.39, -0.27], [0.19, 0.62, 0.53], [-0.39, -0.46, -0.21], [-0.18, -0.47, 0.04], [-0.72, 0.32, -0.40], [-0.32, -0.44, 0.29], [-0.15, -0.34, -0.19], [0.09, -0.37, 0.18], [0.72, 0.39, -1.06], [-0.27, -2.30, 1.01], [-0.89, 1.15, 1.36], [0.21, 1.38, -0.28], [0.12, -0.39, -0.53], [-0.91, -0.12, -1.70], [0.43, 1.51, -0.01], [0.42, -1.09, 4.21], [0.06, -1.22, -2.19], [0.20, 1.58, 0.13]], "lowdin_charge": [1.2312, 0.9189, -0.2549, -0.3300, -0.3073, -0.2747, -0.2742, -0.3455, -0.0511, -0.1199, -0.2085, 0.0237, -0.1476, -0.0473, -0.0364, -0.1584, -0.2153, -0.0965, 0.0909, 0.0845, 0.0595, 0.1139, 0.1203, 0.1072, 0.1112, 0.0966, 0.1237, 0.1206, 0.0768, 0.0770, 0.0995, 0.1131, 0.1192, 0.1219, 0.1079, 0.0966, 0.0921, 0.0963, -0.0256, -0.1136, -0.2139, 0.0183, -0.1054, -0.0363, -0.0088, -0.0747, 0.0864, 0.0858, 0.0693, 0.0878, 0.0800, 0.1102, 0.1056, 0.1064, 0.1202, 0.0974, 0.1324, 0.1115, 0.0663, 0.0800, 0.0744, 0.1206, 0.1430, 0.1669, 0.1854, 0.1488, 0.1347, 0.1540, -0.0931, -0.2371, -0.0819, -0.2044, 0.0457, -0.0753, -0.1425, -0.1430, -0.0981, 0.0713, 0.0843, 0.0664, 0.0856, 0.1049, 0.1328, 0.1337, 0.1028, 0.1070, 0.0907, 0.1301, 0.1373, 0.1181, 0.1301, 0.1213, 0.1314, 0.1452, 0.1364, -0.0842, -0.1844, -0.0300, -0.2243, 0.0405, -0.0465, -0.1385, -0.1691, -0.1429, 0.0749, 0.0688, 0.0449, 0.1007, 0.0876, 0.1252, 0.1229, 0.1052, 0.0930, 0.0961, 0.1384, 0.1391, 0.1284, 0.1109, 0.1372, 0.1124, 0.1423, 0.1284, -0.0794, -0.2061, -0.0894, -0.2059, 0.0228, -0.0538, -0.1325, -0.1776, -0.1040, 0.0436, 0.0758, 0.0772, 0.0819, 0.0923, 0.1348, 0.1297, 0.1057, 0.1112, 0.1043, 0.1393, 0.1197, 0.1215, 0.1242, 0.1195, 0.0946, 0.1301, 0.1383, -1.4557, 0.0759, 0.0881, 0.0741, 0.1466, -1.5210, 0.0616, 0.1355, 0.1472, 0.1110], "spin_multiplicity": 2, "e_tot_ha": -5859.829691, "total_charge": 4, "homo_energy_ha": [-0.607, -0.607], "homo_lumo_gap_ha": [0.311, 0.069]}